[1]
This record from the OMol25 dataset describes a single C3H3NOS molecule in a non-equilibrium geometry. The level of theory is the ωB97M-V functional and the def2-TZVPD basis.

Structure (XYZ):
```
9
Properties=species:S:1:pos:R:3:mulliken_charge:R:1
C -0.490 0.087 0.694 0.50
C 0.019 0.618 -1.292 -0.22
C 0.810 -0.366 -0.901 -0.10
H -0.389 -0.803 2.800 0.14
H 0.055 1.122 -2.269 0.33
H 1.574 -0.888 -1.448 0.38
N -0.841 0.901 -0.225 -0.49
O 0.526 -0.725 0.373 -0.31
S -1.264 0.055 2.267 -0.23
```

- SMILES = Sc1ncco1
- relative energy (zero: lowest compared OMol25 entry of this formula, charge and spin) (kJ/mol) = 31.1
- LUMO energy (eV) = 0.72
- Kohn-Sham gap (Eh) = 0.353
- molar mass (Da) = 101.13

---

[2]
This record from the OMol25 dataset describes a single C3H3NOS molecule in a non-equilibrium geometry. The level of theory is the ωB97M-V functional and the def2-TZVPD basis.

Structure (XYZ):
```
9
Properties=species:S:1:pos:R:3:mulliken_charge:R:1
C 2.934 0.542 0.023 0.46
C 2.708 -0.866 0.035 -0.27
C -0.188 -0.357 -0.122 -0.45
N 3.234 1.672 -0.059 -0.37
O -0.205 0.409 1.013 -0.50
S 1.335 -1.665 0.136 0.07
H -1.064 -0.972 -0.229 0.35
H 0.059 0.120 -0.992 0.35
H 0.317 1.260 0.995 0.37
```

- relative energy (zero: lowest compared OMol25 entry of this formula, charge and spin) (kJ/mol) = 303.4
- LUMO energy (eV) = -1.37
- Kohn-Sham gap (Eh) = 0.274
- molar mass (Da) = 101.13

---

[3]
This record from the OMol25 dataset describes a single C3H3NOS molecule in a non-equilibrium geometry. The level of theory is the ωB97M-V functional and the def2-TZVPD basis.

Structure (XYZ):
```
9
Properties=species:S:1:pos:R:3:mulliken_charge:R:1
C 2.959 0.267 -0.082 0.53
C 2.612 -1.083 0.111 -0.36
C -0.231 -0.305 0.147 -0.39
N 3.355 1.317 -0.202 -0.34
O 0.209 0.972 0.461 -0.49
S 1.124 -1.676 0.221 0.06
H -0.853 -0.667 0.992 0.33
H -0.528 -0.521 -0.976 0.31
H 0.721 1.372 -0.384 0.35
```

- relative energy (zero: lowest compared OMol25 entry of this formula, charge and spin) (kJ/mol) = 323.3
- LUMO energy (eV) = -1.22
- Kohn-Sham gap (Eh) = 0.286
- molar mass (Da) = 101.13

---

[4]
This record from the OMol25 dataset describes a single C3H3NOS2 molecule in a non-equilibrium geometry. The level of theory is the ωB97M-V functional and the def2-TZVPD basis.

Structure (XYZ):
```
10
Properties=species:S:1:pos:R:3:mulliken_charge:R:1
C 2.188 0.783 -0.003 -0.19
C -0.823 -0.083 0.006 0.76
C -2.147 -0.797 0.006 -0.37
H 1.385 1.559 -0.020 0.29
H 3.260 1.093 0.033 0.26
H -2.116 -1.904 -0.026 0.23
N 2.017 -0.484 0.007 -0.36
O -0.712 1.130 -0.004 -0.52
S 0.513 -1.258 -0.002 0.03
S -3.564 -0.039 0.003 -0.12
```

- SMILES = C=NSC(=O)C=S
- relative energy (zero: lowest compared OMol25 entry of this formula, charge and spin) (kJ/mol) = 227.0
- LUMO energy (eV) = -1.67
- Kohn-Sham gap (Eh) = 0.281
- molar mass (Da) = 133.20

---

[5]
This record from the OMol25 dataset describes a single C3H3NOS2 molecule in a non-equilibrium geometry. The level of theory is the ωB97M-V functional and the def2-TZVPD basis.

Structure (XYZ):
```
10
Properties=species:S:1:pos:R:3:mulliken_charge:R:1
C 0.278 1.987 -0.260 -0.42
C 0.166 0.534 -0.146 0.18
C 1.270 -0.092 0.040 0.46
N -0.824 -1.884 0.397 -0.52
O 2.262 -0.623 0.196 -0.29
S -0.957 2.972 -0.777 -0.26
S -1.316 -0.522 -0.455 0.07
H 1.249 2.403 -0.016 0.28
H -0.676 -2.669 -0.113 0.24
H -1.450 -2.106 1.134 0.26
```

- SMILES = NSC(=C=O)C=S
- relative energy (zero: lowest compared OMol25 entry of this formula, charge and spin) (kJ/mol) = 217.5
- LUMO energy (eV) = -0.21
- Kohn-Sham gap (Eh) = 0.307
- molar mass (Da) = 133.20

---

[6]
This record from the OMol25 dataset describes a single C3H3NOS2 molecule in a non-equilibrium geometry. The level of theory is the ωB97M-V functional and the def2-TZVPD basis.

Structure (XYZ):
```
10
Properties=species:S:1:pos:R:3:mulliken_charge:R:1
C -1.946 1.218 2.278 -0.18
C 0.114 -0.290 0.201 0.75
C 1.128 -0.460 -1.078 -0.40
H -1.444 0.166 2.355 0.20
H -2.247 1.793 3.130 0.29
H 1.291 0.757 -1.484 0.19
N -1.684 1.849 1.248 -0.28
O -0.175 -1.145 1.004 -0.48
S -0.890 1.099 -0.137 0.01
S 2.128 -1.680 -1.686 -0.10
```

- SMILES = C=NSC(=O)C=S
- relative energy (zero: lowest compared OMol25 entry of this formula, charge and spin) (kJ/mol) = 399.1
- LUMO energy (eV) = -1.89
- Kohn-Sham gap (Eh) = 0.267
- molar mass (Da) = 133.20

---

[7]
This record from the OMol25 dataset describes a single C3H3NOS2 molecule in a non-equilibrium geometry. The level of theory is the ωB97M-V functional and the def2-TZVPD basis.

Structure (XYZ):
```
10
Properties=species:S:1:pos:R:3:mulliken_charge:R:1
C 2.248 0.634 -0.184 0.17
C -0.657 -0.062 0.265 0.11
C -2.109 -0.474 0.114 -0.34
H 3.297 0.673 -0.657 0.27
H -0.415 0.892 0.519 0.55
H -2.221 -1.645 0.486 0.22
N 0.095 -1.068 -0.110 -0.32
O 1.606 1.728 -0.001 -0.50
S 1.685 -0.947 -0.170 0.01
S -3.529 0.269 -0.262 -0.18
```

- SMILES = O=CS/N=C/C=S
- relative energy (zero: lowest compared OMol25 entry of this formula, charge and spin) (kJ/mol) = 323.1
- LUMO energy (eV) = -1.52
- Kohn-Sham gap (Eh) = 0.278
- molar mass (Da) = 133.20

---

[8]
This record from the OMol25 dataset describes a single C3H3NS molecule in a non-equilibrium geometry. The level of theory is the ωB97M-V functional and the def2-TZVPD basis.

Structure (XYZ):
```
8
Properties=species:S:1:pos:R:3:mulliken_charge:R:1
C -0.645 -0.645 0.125 0.46
C -1.803 -0.006 0.559 -0.36
C 0.765 -0.515 -0.433 -0.27
N 0.072 -1.714 0.114 -0.42
S -3.310 0.005 -0.220 -0.15
H -1.510 0.618 1.456 0.25
H 1.025 -0.357 -1.441 0.27
H 1.297 -0.036 0.321 0.21
```

- SMILES = S=CC1=NC1
- relative energy (zero: lowest compared OMol25 entry of this formula, charge and spin) (kJ/mol) = 241.3
- LUMO energy (eV) = -1.29
- Kohn-Sham gap (Eh) = 0.298
- molar mass (Da) = 85.13

---

[9]
This record from the OMol25 dataset describes 2 unconnected molecules or ions with the total composition C3H3NS in a non-equilibrium geometry. The level of theory is the ωB97M-V functional and the def2-TZVPD basis.

Structure (XYZ):
```
8
Properties=species:S:1:pos:R:3:mulliken_charge:R:1
C 2.367 1.518 -0.053 0.76
C 1.477 0.583 -0.033 -0.19
C 0.180 -0.051 -0.014 -1.02
N 3.203 2.326 -0.063 -0.38
S 3.176 -1.443 0.143 -0.15
H -0.076 -0.582 0.991 0.28
H -0.148 -0.818 -0.791 0.32
H -0.620 0.540 -0.291 0.39
```

- relative energy (zero: lowest compared OMol25 entry of this formula, charge and spin) (kJ/mol) = 316.0
- 2S+1 = 3
- LUMO energy (alpha / beta) (eV) = -2.35 / -2.10
- Kohn-Sham gap (alpha / beta) (Eh) = 0.261 / 0.261
- molar mass (Da) = 85.13

---

[10]
This record from the OMol25 dataset describes 2 unconnected molecules or ions with the total composition C3H3NS2 in a non-equilibrium geometry. The level of theory is the ωB97M-V functional and the def2-TZVPD basis.

Structure (XYZ):
```
9
Properties=species:S:1:pos:R:3:mulliken_charge:R:1
C -1.643 -0.257 0.593 0.50
C 1.370 -0.082 0.400 0.19
C 1.405 0.018 -0.878 -0.49
N -1.222 0.488 -0.245 -0.38
S -2.120 -1.010 1.816 -0.35
S 1.279 -0.138 1.922 -0.36
H 1.125 0.815 -1.404 0.40
H 1.644 -0.912 -1.388 0.23
H -1.838 1.077 -0.815 0.26
```

- SMILES = C=C=S.N=C=S
- relative energy (zero: lowest compared OMol25 entry of this formula, charge and spin) (kJ/mol) = 166.1
- LUMO energy (eV) = 0.22
- Kohn-Sham gap (Eh) = 0.307
- molar mass (Da) = 117.20

---

[11]
This record from the OMol25 dataset describes a single C3H3NS2 molecule in a non-equilibrium geometry. The level of theory is the ωB97M-V functional and the def2-TZVPD basis.

Structure (XYZ):
```
9
Properties=species:S:1:pos:R:3:mulliken_charge:R:1
C 0.570 -0.658 -1.095 -0.26
C -0.893 0.645 0.873 0.10
C -1.382 -0.543 0.531 -0.08
N 1.267 0.284 -0.610 -0.21
S 0.551 1.448 0.480 0.01
S -2.101 -1.852 0.934 -0.32
H 1.006 -1.341 -1.932 0.21
H -1.316 1.378 1.584 0.27
H 2.298 0.638 -0.767 0.28
```

- relative energy (zero: lowest compared OMol25 entry of this formula, charge and spin) (kJ/mol) = 402.6
- LUMO energy (eV) = 0.12
- Kohn-Sham gap (Eh) = 0.276
- molar mass (Da) = 117.20

---

[12]
This record from the OMol25 dataset describes a single C3H3NS2 molecule in a non-equilibrium geometry. The level of theory is the ωB97M-V functional and the def2-TZVPD basis.

Structure (XYZ):
```
9
Properties=species:S:1:pos:R:3:mulliken_charge:R:1
C 3.721 1.323 0.187 0.45
C 2.393 1.146 0.316 -0.36
C -0.138 -0.253 0.048 -0.98
N 4.798 1.669 -0.111 -0.33
S 1.942 -2.598 -0.165 -0.30
S 1.701 -0.511 0.049 0.43
H -0.616 0.366 -0.597 0.40
H -0.564 0.168 0.931 0.36
H -0.621 -1.270 -0.036 0.33
```

- SMILES = CS(=S)#CC#N
- relative energy (zero: lowest compared OMol25 entry of this formula, charge and spin) (kJ/mol) = 463.7
- LUMO energy (alpha / beta) (eV) = -2.46 / -2.47
- Kohn-Sham gap (alpha / beta) (Eh) = 0.243 / 0.243
- molar mass (Da) = 117.20

---

[13]
This record from the OMol25 dataset describes a single C3H3NS3 molecule in a non-equilibrium geometry. The level of theory is the ωB97M-V functional and the def2-TZVPD basis.

Structure (XYZ):
```
10
Properties=species:S:1:pos:R:3:mulliken_charge:R:1
C 1.560 -0.750 -1.253 -0.23
C 0.285 -0.147 -0.678 0.74
C -1.264 0.424 1.428 -0.55
H 1.830 -1.595 -0.409 0.14
H -2.032 -0.310 1.742 0.38
H -0.748 1.074 2.194 0.31
N -0.402 0.847 -1.200 -0.41
S 2.156 -0.477 -2.684 -0.19
S -1.560 1.480 -0.085 -0.02
S 0.174 -0.547 0.946 -0.16
```

- SMILES = S=CC1=NSCS1
- relative energy (zero: lowest compared OMol25 entry of this formula, charge and spin) (kJ/mol) = 235.4
- LUMO energy (eV) = -1.20
- Kohn-Sham gap (Eh) = 0.266
- molar mass (Da) = 149.27

---

[14]
This record from the OMol25 dataset describes a gas-phase ion, C3H3O2 (charge +1) in a non-equilibrium geometry. The level of theory is the ωB97M-V functional and the def2-TZVPD basis.

Structure (XYZ):
```
8
Properties=species:S:1:pos:R:3:mulliken_charge:R:1
C -0.282 0.048 0.375 -0.37
C 1.340 -0.169 -0.881 0.18
C -1.078 0.040 -0.662 0.20
O 0.846 -0.197 -1.962 -0.11
O -0.733 -0.071 -1.899 -0.13
H -0.183 0.093 1.434 0.42
H 2.346 -0.212 -0.503 0.41
H -2.168 0.143 -0.589 0.39
```

- total charge = +1
- relative energy (zero: lowest compared OMol25 entry of this formula, charge and spin) (kJ/mol) = 257.5
- 2S+1 = 3
- LUMO energy (alpha / beta) (eV) = -5.47 / -8.82
- Kohn-Sham gap (alpha / beta) (Eh) = 0.327 / 0.307
- molar mass (Da) = 71.06

---

[15]
This record from the OMol25 dataset describes a molecular structure, C3H3O2Pr in a non-equilibrium geometry. The level of theory is the ωB97M-V functional and the def2-TZVPD basis.

Structure (XYZ):
```
9
Properties=species:S:1:pos:R:3:mulliken_charge:R:1
O 1.602 -0.331 -0.581 -0.59
Pr 3.779 0.896 0.224 1.57
O -0.923 1.931 -0.078 -0.48
C -0.425 0.847 -0.276 0.62
C 0.842 0.340 0.197 -0.08
C -1.049 -0.662 0.086 -1.02
H -0.989 -1.276 -0.826 0.31
H -2.102 -0.461 0.316 0.38
H -0.735 -1.283 0.938 0.28
```

- total charge = +1
- relative energy (zero: lowest compared OMol25 entry of this formula, charge and spin) (kJ/mol) = 228.1
- 2S+1 = 4
- LUMO energy (alpha / beta) (eV) = -5.71 / -5.73
- Kohn-Sham gap (alpha / beta) (Eh) = 0.190 / 0.193
- molar mass (Da) = 211.96

---

[16]
This record from the OMol25 dataset describes a gas-phase ion, C3H3O2S2 (charge -1) in a non-equilibrium geometry. The level of theory is the ωB97M-V functional and the def2-TZVPD basis.

Structure (XYZ):
```
10
Properties=species:S:1:pos:R:3:mulliken_charge:R:1
C -0.554 -1.232 -0.009 0.23
C 1.919 1.025 -0.726 0.65
C -1.284 -0.088 0.727 -0.74
O 3.100 1.098 -0.890 -0.58
O 0.918 1.655 -0.742 -0.57
S -1.166 -2.264 -1.002 -0.34
S 1.645 -0.904 -0.015 -0.38
H -1.340 0.024 1.799 0.28
H -0.819 0.897 0.327 0.20
H -2.419 -0.211 0.531 0.24
```

- total charge = -1
- SMILES = CC(=S)SC(=O)[O-]
- relative energy (zero: lowest compared OMol25 entry of this formula, charge and spin) (kJ/mol) = 147.9
- LUMO energy (eV) = 3.27
- Kohn-Sham gap (Eh) = 0.277
- molar mass (Da) = 135.19

---

[17]
This record from the OMol25 dataset describes a molecular structure, C3H3O2Sr in a non-equilibrium geometry. The level of theory is the ωB97M-V functional and the def2-TZVPD basis.

Structure (XYZ):
```
9
Properties=species:S:1:pos:R:3:mulliken_charge:R:1
O -0.318 -1.147 -0.881 -0.45
C -0.335 0.080 -0.687 0.66
C 0.694 0.267 0.365 -0.08
C 0.741 -0.659 1.373 -0.37
H 1.417 1.076 0.232 0.38
H 0.986 -0.344 2.389 0.30
H 0.652 -1.734 1.210 0.32
O -1.019 0.971 -1.215 -0.80
Sr -2.820 1.490 -2.786 2.03
```

- total charge = +2
- relative energy (zero: lowest compared OMol25 entry of this formula, charge and spin) (kJ/mol) = 0.0
- 2S+1 = 2
- LUMO energy (alpha / beta) (eV) = -9.43 / -10.10
- Kohn-Sham gap (alpha / beta) (Eh) = 0.305 / 0.290
- molar mass (Da) = 158.68

---

[18]
This record from the OMol25 dataset describes a gas-phase ion, C3H3O3 (charge +1) in a non-equilibrium geometry. The level of theory is the ωB97M-V functional and the def2-TZVPD basis.

Structure (XYZ):
```
9
Properties=species:S:1:pos:R:3:mulliken_charge:R:1
C 2.538 0.057 0.007 0.73
C -0.189 -0.715 -0.007 0.04
C -1.092 0.261 0.044 -0.03
O 3.622 0.346 -0.066 -0.15
O -2.366 -0.017 -0.072 -0.40
O 1.381 -0.206 0.089 -0.24
H -0.179 -1.780 -0.123 0.38
H -0.764 1.296 0.166 0.27
H -2.950 0.758 -0.038 0.39
```

- total charge = +1
- relative energy (zero: lowest compared OMol25 entry of this formula, charge and spin) (kJ/mol) = 143.7
- LUMO energy (eV) = -5.00
- Kohn-Sham gap (Eh) = 0.377
- molar mass (Da) = 87.05

---

[19]
This record from the OMol25 dataset describes a gas-phase ion, C3H3O3 (charge +1) in a non-equilibrium geometry. The level of theory is the ωB97M-V functional and the def2-TZVPD basis.

Structure (XYZ):
```
9
Properties=species:S:1:pos:R:3:mulliken_charge:R:1
C 2.176 -0.292 -0.138 0.42
C 1.056 -0.400 0.953 -0.41
C -1.080 0.438 0.125 0.40
O 1.778 0.809 0.269 -0.13
O -2.313 0.136 -0.067 -0.33
O -0.243 -0.481 0.501 -0.11
H 3.119 -0.590 -0.817 0.36
H -1.010 1.564 0.058 0.38
H -2.707 -0.745 -0.047 0.41
```

- total charge = +1
- relative energy (zero: lowest compared OMol25 entry of this formula, charge and spin) (kJ/mol) = 477.3
- LUMO energy (eV) = -5.45
- Kohn-Sham gap (Eh) = 0.316
- molar mass (Da) = 87.05

---

[20]
This record from the OMol25 dataset describes a gas-phase ion, C3H3O4 (charge -1) in a non-equilibrium geometry. The level of theory is the ωB97M-V functional and the def2-TZVPD basis.

Structure (XYZ):
```
10
Properties=species:S:1:pos:R:3:mulliken_charge:R:1
C -1.041 0.009 0.965 0.41
C -0.201 0.163 -0.274 0.73
C 1.285 -0.006 -0.005 -0.94
O -1.055 -1.203 1.235 -0.65
O -1.502 0.936 1.604 -0.67
O -0.562 0.107 -1.586 -0.08
O -1.711 0.267 -2.340 -0.65
H 1.327 -1.065 0.369 0.24
H 1.499 0.682 0.887 0.28
H 1.962 0.111 -0.856 0.33
```

- total charge = -1
- relative energy (zero: lowest compared OMol25 entry of this formula, charge and spin) (kJ/mol) = 419.4
- LUMO energy (alpha / beta) (eV) = 3.92 / 3.92
- Kohn-Sham gap (alpha / beta) (Eh) = 0.308 / 0.308
- molar mass (Da) = 103.05